8 unconnected molecules or ions with the total composition C26H54N2O16 at a distorted geometry, computed with wB97M-V/def2-TZVPD.

The geometry in XYZ format:
```
98
Properties=species:S:1:pos:R:3:mulliken_charge:R:1
C 3.4693 -0.2419 -4.8011 -0.558
N 2.4348 -0.3968 -5.8394 1.045
O 1.4277 -1.0105 -5.5665 -0.548
O 2.6857 0.0871 -6.9084 -0.589
H 3.7172 -1.1937 -4.3394 0.362
H 2.9244 0.2858 -4.0119 -0.066
H 4.3574 0.3284 -5.0289 0.345
C -1.9351 3.2763 -0.3042 0.003
N -3.3503 3.7227 -0.3461 1.024
O -3.9083 4.0900 0.6699 -0.583
O -3.8754 3.7101 -1.4573 -0.612
H -1.3259 4.0581 -0.7462 0.205
H -1.8451 2.3374 -0.8362 0.146
H -1.6203 3.1206 0.7267 -0.166
O -5.9138 -8.6080 -1.0045 -0.550
C -5.3879 -7.9245 -0.1674 0.690
O -4.7268 -6.7955 -0.4361 -0.261
C -4.5662 -6.4355 -1.8024 -0.394
C -3.4685 -5.3832 -1.9036 -1.042
C -5.3316 -8.3467 1.2667 -0.957
H -5.4747 -6.0566 -2.2762 0.291
H -4.2994 -7.3268 -2.3767 0.329
H -3.1946 -5.2131 -2.9449 0.394
H -2.5835 -5.6596 -1.3325 0.317
H -3.8511 -4.4276 -1.5333 0.305
H -5.3489 -7.4972 1.9529 0.314
H -4.5385 -9.0635 1.4461 0.245
H -6.2757 -8.8382 1.5118 0.314
O 2.7502 -1.3131 2.6425 -0.505
C 3.7383 -1.9973 2.5160 0.818
O 4.7577 -1.7578 1.7043 -0.394
C 4.6467 -0.6776 0.7838 -0.140
C 3.9396 -1.1524 -0.4888 -0.554
C 3.8879 -3.3096 3.2440 -1.194
H 5.6663 -0.4135 0.5008 0.381
H 4.2179 0.2332 1.1960 0.087
H 3.0911 -1.7989 -0.2805 0.078
H 4.6498 -1.7754 -1.0426 0.430
H 3.6441 -0.3247 -1.1143 0.139
H 3.0858 -3.4582 3.9593 0.329
H 4.8780 -3.4008 3.6822 0.347
H 3.6921 -4.1195 2.5303 0.285
O -1.6541 2.4427 3.1002 -0.315
C -2.2090 2.9956 4.0065 0.786
O -2.3478 2.4490 5.2122 -0.375
C -1.4910 1.3525 5.5474 -0.251
C -1.9872 0.0444 4.9684 -0.628
C -3.0042 4.2591 3.9385 -1.294
H -1.4178 1.2400 6.6292 0.335
H -0.4779 1.6106 5.2275 0.236
H -1.6058 -0.1049 3.9584 -0.127
H -3.0641 -0.0593 5.0613 0.322
H -1.5452 -0.8112 5.4948 0.403
H -2.8496 4.9662 3.1326 0.272
H -2.6489 4.8714 4.7802 0.380
H -4.0671 4.0800 4.0670 0.345
O 3.0035 3.5988 2.7735 -0.630
C 2.0365 3.2823 2.1375 0.223
O 0.9659 4.0512 1.9522 -0.008
C 0.9886 5.4483 2.2994 -0.418
C -0.3043 5.9823 1.7544 -0.696
C 1.8092 1.9490 1.4977 0.714
H 1.9137 5.9309 1.9782 0.400
H 1.0431 5.5044 3.3953 0.303
H -1.1495 5.3667 2.0410 -0.168
H -0.2747 5.9448 0.6561 0.181
H -0.4703 7.0473 1.9187 0.450
H 1.8184 2.0981 0.4114 0.030
H 0.8093 1.6052 1.7547 -0.254
H 2.5908 1.2264 1.6837 -0.260
O 0.9730 -1.0059 -1.9506 -0.416
C 0.2268 -1.9375 -1.8763 0.723
O -0.2529 -2.4185 -0.7414 -0.291
C 0.2443 -1.9650 0.5116 0.317
C -0.6943 -0.9154 1.0411 -0.651
C -0.3347 -2.6426 -3.0537 -1.041
H 1.2571 -1.5658 0.5168 -0.419
H 0.3438 -2.8224 1.1797 0.344
H -0.4561 0.0409 0.5674 0.029
H -0.4483 -0.7152 2.0910 0.018
H -1.7594 -1.1181 0.9926 0.473
H 0.3186 -3.5001 -3.2355 0.309
H -0.3156 -2.0026 -3.9265 0.230
H -1.3303 -3.0329 -2.8583 0.259
O 0.4418 3.7777 -3.2165 -0.565
C 0.5714 2.7326 -3.7522 0.790
O 1.6566 2.3706 -4.4456 -0.322
C 2.7689 3.2329 -4.3939 -0.437
C 3.5140 3.1475 -3.0748 -0.817
C -0.5302 1.7345 -3.8551 -0.669
H 2.5161 4.2899 -4.5073 0.436
H 3.5096 3.0513 -5.1712 0.384
H 4.1702 3.9700 -2.7992 0.401
H 4.1099 2.2372 -2.9783 0.211
H 2.7898 3.0286 -2.2627 0.110
H -0.5392 1.0157 -3.0293 -0.191
H -0.4931 1.0979 -4.7420 0.322
H -1.5086 2.2106 -3.8518 0.398
```

Results
* orbital gap: 10.606 eV
* SMILES: C[N+](=O)[O-].C[N+](=O)[O-].CCOC(C)=O.CCOC(C)=O.CCOC(C)=O.CCOC(C)=O.CCOC(C)=O.CCOC(C)=O
* 2S+1: 1
* HOMO energy: -0.376 hartree

=====

3 unconnected molecules or ions with the total composition C26H55BN3O6 at a distorted geometry, computed with wB97M-V/def2-TZVPD.

The geometry in XYZ format:
```
91
Properties=species:S:1:pos:R:3:mulliken_charge:R:1
C 2.1508 -0.1411 -2.0941 -1.409
C 1.0411 0.4940 -1.2617 1.249
O 0.1212 1.1736 -2.1005 -0.463
C -0.3132 2.4325 -1.6368 -0.528
C -1.4930 2.3109 -0.6893 -0.206
O -2.6807 2.2010 -1.4295 -0.309
C -3.7762 1.7140 -0.6573 0.149
C -5.0991 2.3164 -1.1178 -0.689
O -5.7503 1.5702 -2.0967 -0.276
C -6.4934 0.4345 -1.5638 0.433
C -7.5467 -0.0275 -2.5188 -1.086
B -8.3882 -1.1712 -2.1914 0.315
N -8.0475 -2.1670 -1.0792 -0.673
O -9.6039 -1.5208 -2.9328 -0.658
H 3.0920 -0.1432 -1.5415 0.264
H 2.2832 0.4206 -3.0195 0.367
H 1.9217 -1.1766 -2.3530 0.248
H 1.4811 1.1696 -0.5241 -0.302
H 0.5055 -0.2940 -0.7252 -0.118
H 0.5073 2.9618 -1.1330 0.178
H -0.6130 3.0090 -2.5140 0.371
H -1.3449 1.4081 -0.0791 0.252
H -1.5312 3.1763 -0.0074 0.298
H -3.5991 1.9404 0.4023 0.389
H -3.8374 0.6254 -0.7671 -0.156
H -4.8977 3.3126 -1.5255 0.287
H -5.7446 2.4354 -0.2326 0.383
H -6.8668 0.7640 -0.5734 0.097
H -5.7776 -0.3755 -1.3610 -0.015
H -8.0314 0.8273 -3.0026 0.085
H -8.8511 -2.2055 -0.4545 0.151
H -8.0174 -3.1091 -1.4668 0.181
H -10.2743 -0.8562 -2.8059 0.251
C 6.8835 2.7630 1.2239 -1.716
C 5.6131 3.0995 0.4385 1.698
C 5.4385 4.6150 0.2825 -1.269
C 5.0633 5.3139 1.5854 -0.454
C 3.8135 4.6924 2.2022 -1.259
C 3.9110 3.1727 2.3968 1.799
N 4.3785 2.5561 1.1053 0.318
O 3.4241 2.3239 0.2862 -0.437
C 4.8369 2.8200 3.5636 -1.739
C 2.5335 2.5958 2.7139 -1.974
C 5.7312 2.4369 -0.9313 -1.867
H 7.7413 2.9193 0.5686 0.467
H 7.0342 3.3844 2.1013 0.284
H 6.8788 1.7178 1.5351 0.363
H 4.6533 4.7930 -0.4583 0.368
H 6.3662 5.0257 -0.1263 0.376
H 5.8969 5.2841 2.2930 0.305
H 4.8740 6.3702 1.3839 0.382
H 3.6001 5.1435 3.1753 0.369
H 2.9545 4.9007 1.5577 0.353
H 5.0490 1.7502 3.5748 0.364
H 4.3271 3.0756 4.4931 0.473
H 5.7793 3.3592 3.5555 0.288
H 1.7959 2.8782 1.9680 0.303
H 2.2162 2.9770 3.6862 0.451
H 2.5697 1.5070 2.7593 0.494
H 5.7777 1.3518 -0.8319 0.445
H 6.6516 2.7848 -1.4040 0.446
H 4.8889 2.6831 -1.5711 0.296
C 0.4506 -5.7853 -0.4405 -1.682
C 0.2398 -4.7291 0.6480 1.594
C -0.8148 -5.1807 1.6662 -1.205
C -2.2324 -5.1763 1.1035 -0.521
C -2.5946 -3.8114 0.5256 -1.339
C -1.5892 -3.2925 -0.5118 1.946
N -0.2017 -3.4111 0.0761 0.781
O 0.1363 -2.4090 0.7976 -0.641
C -1.7154 -4.0515 -1.8351 -1.953
C -1.8606 -1.8209 -0.8097 -2.313
C 1.5834 -4.5126 1.3389 -1.962
H 1.0319 -6.6045 -0.0145 0.471
H -0.4720 -6.2110 -0.8212 0.294
H 1.0107 -5.3681 -1.2782 0.346
H -0.7688 -4.5040 2.5252 0.388
H -0.5406 -6.1774 2.0251 0.373
H -2.3472 -5.9563 0.3453 0.300
H -2.9355 -5.4240 1.9014 0.388
H -3.5785 -3.8445 0.0515 0.425
H -2.6577 -3.0810 1.3375 0.383
H -0.8821 -3.8104 -2.4967 0.353
H -2.6370 -3.7324 -2.3215 0.511
H -1.7684 -5.1301 -1.7218 0.357
H -1.8728 -1.2203 0.0964 0.425
H -2.8347 -1.7401 -1.2940 0.575
H -1.1105 -1.4100 -1.4850 0.479
H 2.3179 -4.1171 0.6362 0.438
H 1.9379 -5.4754 1.7126 0.436
H 1.4988 -3.8180 2.1695 0.370
```

Results
* orbital gap (spin up / spin down): 4.012 / 3.948 eV
* <S²>: 2.01
* net charge: -1
* 2S+1: 3
* HOMO energy (spin up / spin down): -0.079 / -0.079 hartree

=====

10 unconnected molecules or ions with the total composition C26H55Cl8N5O8 at a distorted geometry, computed with wB97M-V/def2-TZVPD.

The geometry in XYZ format:
```
102
Properties=species:S:1:pos:R:3:mulliken_charge:R:1
C -0.0331 5.1558 -6.1425 -0.314
C -0.1104 6.3236 -5.2186 -0.252
O 0.7760 5.8722 -4.2311 -0.324
C 0.8637 4.5222 -4.2944 0.716
O 1.4211 3.7901 -3.5029 -0.560
O 0.1172 4.1513 -5.3059 -0.311
H 0.8151 5.2543 -6.8199 0.262
H -0.9298 4.9467 -6.7259 0.277
H -1.1421 6.4783 -4.9024 0.221
H 0.2662 7.3154 -5.4689 0.283
C 4.0675 7.7046 0.3282 -0.972
C 4.7278 8.7081 -0.6425 0.584
O 5.8956 8.7617 -0.7342 -0.524
N 3.8622 9.4505 -1.4510 -0.200
C 4.1960 10.5864 -2.3057 -0.885
H 3.3819 7.0615 -0.2237 0.268
H 3.4596 8.2394 1.0579 0.295
H 4.8017 7.1720 0.9327 0.288
H 3.0065 9.0348 -1.7901 0.206
H 5.0882 11.1494 -2.0314 0.316
H 3.3698 11.2946 -2.3695 0.320
H 4.3032 10.4058 -3.3752 0.306
C -6.6079 -1.9662 -3.2415 -0.899
C -5.9758 -1.0153 -4.2805 0.681
O -4.7157 -1.0525 -4.3667 -0.662
N -6.7890 -0.1793 -4.9479 -0.194
C -6.2654 0.8760 -5.7974 -0.908
H -5.9131 -2.1179 -2.4154 0.261
H -6.8536 -2.9369 -3.6721 0.237
H -7.5187 -1.4607 -2.9206 0.305
H -7.7452 0.0195 -4.6906 0.258
H -6.7665 1.8299 -5.6330 0.308
H -6.4125 0.7203 -6.8662 0.287
H -5.1831 0.9607 -5.7000 0.326
C 0.9861 -8.2487 -1.3938 -1.157
C 0.6284 -8.0204 -2.9074 0.773
O 0.5626 -8.9887 -3.6555 -0.636
N 0.1015 -6.8400 -3.0979 -0.211
C -0.7670 -6.4402 -4.2345 -0.825
H 1.6373 -7.4570 -1.0231 0.338
H 1.5506 -9.1390 -1.1168 0.316
H 0.1103 -8.2532 -0.7450 0.280
H 0.0230 -6.3351 -2.2267 0.250
H -0.9077 -7.2710 -4.9260 0.310
H -0.4200 -5.6493 -4.8994 0.274
H -1.6658 -6.0678 -3.7431 0.291
C -4.0750 4.1273 -0.3905 -0.852
C -4.4168 4.1472 1.0564 0.644
O -5.0748 3.3118 1.6622 -0.623
N -3.8696 5.2320 1.6700 -0.222
C -3.9993 5.4082 3.0837 -0.937
H -3.5788 3.2328 -0.7672 0.282
H -3.4537 4.9952 -0.6115 0.274
H -5.0188 4.2329 -0.9255 0.220
H -3.0509 5.7243 1.3424 0.264
H -3.9666 6.4826 3.2650 0.340
H -3.1828 5.0345 3.7015 0.290
H -4.9614 5.1249 3.5105 0.322
C -4.7011 -8.0450 1.2586 -0.994
C -3.9664 -8.7369 2.4125 0.655
O -3.3860 -8.1725 3.2983 -0.613
N -4.1044 -10.0494 2.3788 -0.220
C -3.4165 -11.0908 3.2422 -0.772
H -5.6700 -8.4883 1.0291 0.329
H -4.0402 -8.0884 0.3929 0.244
H -4.7791 -6.9798 1.4765 0.297
H -4.8264 -10.4757 1.8158 0.231
H -2.3536 -10.9172 3.4103 0.259
H -3.4764 -12.1333 2.9297 0.304
H -3.8948 -10.8785 4.1983 0.281
Cl -1.0653 -1.5148 0.8758 -0.202
C 0.3001 -0.7131 1.7673 -0.443
C 0.3098 0.8127 1.7145 -0.345
Cl 1.8579 1.5136 2.2174 -0.194
H 1.2434 -1.1372 1.4231 0.313
H 0.2071 -1.0874 2.7868 0.298
H -0.4655 1.1419 2.4065 0.266
H -0.0380 1.2077 0.7599 0.306
Cl 7.6457 -5.6022 -1.6243 -0.177
C 6.0245 -5.2258 -2.3520 -0.478
C 5.1911 -4.0751 -1.6222 -0.421
Cl 6.1048 -2.4730 -1.6141 -0.194
H 5.3078 -6.0220 -2.5533 0.341
H 6.2780 -4.8472 -3.3422 0.313
H 5.0808 -4.4312 -0.5979 0.321
H 4.2958 -3.9442 -2.2299 0.296
Cl 9.1970 0.5267 4.1412 -0.197
C 7.5982 0.3704 5.0036 -0.389
C 7.2285 -1.0414 5.1397 -0.445
Cl 5.6583 -1.3891 5.9672 -0.205
H 6.9497 1.0643 4.4687 0.317
H 7.7083 0.8093 5.9952 0.294
H 8.0018 -1.5682 5.6988 0.307
H 7.1683 -1.5200 4.1623 0.318
Cl 0.4751 5.2609 8.8229 -0.173
C 0.7947 3.5744 8.5300 -0.357
C 2.1315 3.1389 9.1065 -0.461
Cl 3.4717 4.1417 8.7193 -0.172
H 0.9194 3.3812 7.4645 0.281
H 0.0315 2.9877 9.0412 0.281
H 2.3051 2.1043 8.8107 0.306
H 2.0492 3.2122 10.1909 0.294
```

Results
* orbital gap: 9.473 eV
* SMILES: O=C1OCCO1.CNC(C)=O.CNC(C)=O.CNC(C)=O.CNC(C)=O.CNC(C)=O.ClCCCl.ClCCCl.ClCCCl.ClCCCl
* 2S+1: 1
* HOMO energy: -0.346 hartree